[1]
H6O3 | ωB97M-V/def2-TZVPD

Atoms and positions in Å:
O 0.025 0.114 0.376
H -0.160 0.321 -0.412
H -0.477 0.875 0.649
O 1.375 -1.215 2.268
H 2.266 -0.986 2.085
H 0.825 -0.570 1.664
O -0.932 0.395 -2.151
H -1.346 1.256 -2.387
H -1.573 -0.187 -2.093

## Properties
HOMO-LUMO gap	10.597	eV
charge	0
energy relative to the best compared isomer or geometry (same formula, charge and spin)	39.4	kcal per mole
SMILES	O.O.O

Atom charges from the Mulliken analysis, given in e for atoms 1 to 2:
1. O -0.587
2. H 0.261

[2]
C4H9N3S | ωB97M-V/def2-TZVPD

Atoms and positions in Å:
C 1.913 0.766 -0.156
C 0.590 -0.298 -0.072
C -1.747 -0.710 -0.414
C -3.070 -0.570 0.086
H 3.495 -0.582 -0.418
H 3.463 0.029 0.919
H 1.633 1.354 -1.148
H 1.668 1.676 0.439
H -0.108 -1.976 0.248
H -1.740 2.163 1.019
H -1.350 -1.625 -0.939
H -3.489 0.190 0.836
H -3.656 -1.392 -0.502
N 3.330 0.309 -0.047
N 0.842 -1.515 0.095
N -0.803 0.215 0.198
S -0.971 1.964 -0.146

## Properties
HOMO-LUMO gap	9.356	eV
charge	0
energy relative to the best compared isomer or geometry (same formula, charge and spin)	94.8	kcal per mole
SMILES	[H]/N=C(/CN)N(S)C=C

Atom charges from the Mulliken analysis, given in e for atoms 1 to 2:
1. C -0.673
2. C 0.571

[3]
C44H78HgN5O7P2Si | ωB97M-V/def2-TZVPD

Atoms and positions in Å:
Hg -0.834 0.376 0.888
C 2.202 -1.662 2.764
C 0.801 -2.111 3.080
C 0.579 -3.163 3.948
C -0.749 -3.537 4.200
C -1.776 -2.891 3.574
C -1.500 -1.823 2.661
N -0.192 -1.448 2.481
N -2.395 -1.138 1.983
Si -3.968 -1.573 1.484
C -4.055 -3.343 0.837
C -5.239 -1.389 2.859
C -4.391 -0.404 0.081
H 2.512 -0.862 3.440
H 2.253 -1.286 1.742
H 2.906 -2.485 2.883
H 1.409 -3.671 4.420
H -0.960 -4.345 4.891
H -2.807 -3.159 3.761
H -3.779 -4.065 1.609
H -3.361 -3.469 0.004
H -5.060 -3.593 0.488
H -4.895 -1.871 3.776
H -6.198 -1.837 2.582
H -5.405 -0.335 3.086
H -3.606 -0.469 -0.677
H -4.417 0.628 0.443
H -5.354 -0.631 -0.384
N 5.413 0.896 0.395
C 4.148 1.553 0.749
C 4.158 2.211 2.125
C 2.785 2.802 2.488
N 1.767 1.802 2.808
C 2.300 3.739 1.381
C 2.390 3.181 -0.046
N 1.343 2.193 -0.345
C 3.788 2.598 -0.304
H 6.167 1.577 0.393
H 4.585 0.831 -2.289
H 5.647 0.208 1.103
H 3.394 0.758 0.739
H 4.916 3.005 2.119
H 4.448 1.482 2.890
H 2.904 3.400 3.395
H 2.020 1.297 3.648
H 1.655 1.116 2.070
H 2.912 4.646 1.414
H 1.266 4.016 1.593
H 2.241 4.033 -0.715
H 1.732 1.255 -0.387
H 0.929 2.362 -1.253
H 4.536 3.400 -0.266
H 3.830 2.150 -1.300
C 1.422 1.530 -4.456
C 0.580 0.274 -4.362
C 1.131 -0.861 -5.207
O 0.414 -0.126 -2.979
P 1.586 -0.813 -2.089
O 1.581 -0.281 -0.699
C 1.061 -2.585 -2.053
P -0.427 -2.770 -1.022
O -1.147 -1.514 -0.802
O 0.028 -3.439 0.318
C 0.623 -4.757 0.425
C 2.002 -4.597 1.033
C -0.306 -5.593 1.280
O -1.255 -3.937 -1.718
C -2.014 -3.896 -2.950
C -2.391 -2.492 -3.377
C -1.259 -4.659 -4.023
O 4.293 0.420 -3.122
C 5.259 -0.544 -3.530
C 6.668 0.012 -3.400
C 5.098 -1.845 -2.757
H 1.490 1.854 -5.495
H 2.430 1.341 -4.081
H 0.977 2.336 -3.871
H -0.440 0.498 -4.687
H 2.136 -1.131 -4.871
H 1.199 -0.545 -6.248
H 0.489 -1.742 -5.159
H 1.872 -3.182 -1.634
H 0.875 -2.911 -3.075
H 0.697 -5.200 -0.574
H 1.915 -4.169 2.033
H 2.631 -3.937 0.434
H 2.487 -5.572 1.101
H -0.435 -5.111 2.250
H 0.113 -6.590 1.423
H -1.282 -5.681 0.806
H -2.925 -4.446 -2.708
H -1.503 -1.883 -3.566
H -2.972 -1.992 -2.605
H -2.978 -2.546 -4.294
H -0.379 -4.108 -4.360
H -1.906 -4.822 -4.885
H -0.936 -5.628 -3.643
H 5.050 -0.731 -4.588
H 6.929 0.138 -2.346
H 6.744 0.982 -3.891
H 7.392 -0.666 -3.851
H 5.247 -1.669 -1.689
H 5.822 -2.590 -3.090
H 4.095 -2.251 -2.898
C -3.386 1.341 -3.468
C -2.629 2.110 -2.403
O -1.713 1.298 -1.685
H -4.148 1.975 -3.925
H -3.877 0.474 -3.028
H -2.713 0.999 -4.260
H -3.320 2.498 -1.653
H -2.106 2.964 -2.853
H -1.199 0.737 -2.280
C -2.587 7.413 1.782
C -2.567 6.958 0.471
C -2.238 5.639 0.201
C -1.940 4.739 1.225
C -1.951 5.215 2.538
C -2.273 6.534 2.811
C -1.554 3.356 0.866
C -1.675 2.240 1.583
C -2.423 2.097 2.842
C -1.857 1.461 3.947
C -2.572 1.310 5.123
C -3.877 1.777 5.215
C -4.459 2.393 4.116
C -3.742 2.545 2.940
H -2.834 8.444 1.999
H -2.800 7.635 -0.341
H -2.219 5.288 -0.826
H -1.696 4.544 3.348
H -2.274 6.882 3.836
H -1.072 3.283 -0.103
H -0.842 1.088 3.868
H -2.115 0.810 5.969
H -4.439 1.650 6.131
H -5.479 2.753 4.174
H -4.200 3.020 2.081

## Properties
HOMO-LUMO gap (alpha / beta)	6.694 / 4.550	eV
expectation value of S²	0.75
charge	0
2S+1	2
energy relative to the best compared isomer or geometry (same formula, charge and spin)	21.6	kcal per mole

Atom charges from the Mulliken analysis, given in e for atoms 1 to 2:
1. Hg 2.556
2. C -1.321

[4]
C4H12N2 | ωB97M-V/def2-TZVPD

Atoms and positions in Å:
C -0.238 -0.950 0.481
C 1.164 -0.307 0.619
C 1.765 0.118 -0.716
N 0.999 1.199 -1.348
C -1.366 0.047 0.238
N -2.663 -0.528 0.624
H -0.194 -1.641 -0.370
H -0.486 -1.545 1.352
H 1.031 0.598 1.214
H 1.861 -1.014 1.076
H 2.781 0.475 -0.467
H 1.843 -0.744 -1.382
H 1.491 1.551 -2.156
H 0.891 1.962 -0.689
H -1.397 0.319 -0.816
H -1.181 0.985 0.777
H -3.416 -0.288 -0.003
H -2.886 -0.238 1.565

## Properties
HOMO-LUMO gap	10.163	eV
charge	0
energy relative to the best compared isomer or geometry (same formula, charge and spin)	10.5	kcal per mole
SMILES	NCCCCN

Atom charges from the Mulliken analysis, given in e for atoms 1 to 2:
1. C -0.491
2. C -0.621

[5]
C2H7OS | ωB97M-V/def2-TZVPD

Atoms and positions in Å:
S 1.950 -1.425 -1.212
H 2.067 -2.658 -1.856
C -0.817 0.470 -0.208
O -0.877 -1.008 -0.098
C -0.037 0.979 0.986
H -0.503 0.843 -1.111
H -1.936 0.758 -0.085
H 0.058 -1.467 -0.315
H 0.967 0.776 1.045
H -0.098 2.036 0.993
H -0.773 0.697 1.861

## Properties
HOMO-LUMO gap	7.222	eV
charge	-1
energy relative to the best compared isomer or geometry (same formula, charge and spin)	22.2	kcal per mole

Atom charges from the Mulliken analysis, given in e for atoms 1 to 2:
1. S -0.855
2. H -0.023

[6]
C22H41Br10N3 | ωB97M-V/def2-TZVPD

Atoms and positions in Å:
C -4.270 1.816 -3.923
C -5.711 2.374 -3.852
C -6.031 3.603 -4.772
C -5.856 3.279 -6.200
N -5.671 2.913 -7.272
H -3.885 1.553 -4.908
H -4.341 0.816 -3.496
H -3.596 2.507 -3.417
H -5.851 2.548 -2.785
H -6.356 1.560 -4.182
H -5.431 4.486 -4.548
H -7.068 3.879 -4.583
C 0.210 0.476 -6.817
C 0.328 1.951 -6.373
C 0.275 2.952 -7.509
C 0.712 4.324 -6.932
N 1.017 5.361 -6.586
H -0.141 -0.070 -5.941
H 1.061 0.043 -7.343
H -0.612 0.338 -7.519
H 1.259 2.086 -5.823
H -0.480 2.290 -5.725
H -0.593 3.169 -8.132
H 0.971 2.617 -8.278
C 1.879 -0.123 -0.728
C 0.493 0.508 -0.821
C 0.325 1.414 0.335
C 0.581 0.850 1.642
N 0.793 0.484 2.700
H 2.062 -0.949 -1.417
H 2.186 -0.519 0.240
H 2.584 0.672 -0.970
H -0.306 -0.232 -0.858
H 0.451 1.188 -1.672
H -0.677 1.838 0.273
H 1.050 2.203 0.139
Br 4.805 4.306 6.334
C 5.336 3.979 4.496
C 4.088 3.537 3.778
Br 4.665 2.942 1.919
H 6.209 3.327 4.473
H 5.606 4.969 4.129
H 3.377 4.355 3.893
H 3.621 2.668 4.243
Br 2.426 -3.781 7.950
C 0.948 -2.919 6.961
C -0.228 -3.861 6.838
Br -0.701 -3.632 4.914
H 1.371 -2.765 5.969
H 0.791 -1.934 7.402
H -1.030 -3.571 7.516
H -0.033 -4.923 6.992
Br 5.738 -3.096 1.289
C 5.289 -2.415 3.118
C 5.568 -3.395 4.166
Br 4.924 -5.190 3.987
H 4.209 -2.328 3.002
H 5.653 -1.399 3.270
H 5.282 -2.918 5.104
H 6.638 -3.594 4.229
Br -0.835 -7.989 -0.485
C 0.876 -7.283 -1.428
C 1.161 -5.866 -0.906
Br -0.448 -4.714 -1.494
H 0.743 -7.396 -2.504
H 1.794 -7.778 -1.113
H 2.081 -5.384 -1.237
H 1.078 -5.921 0.179
Br -4.600 2.915 2.565
C -5.529 2.035 4.102
C -5.044 0.453 4.044
Br -5.731 -0.464 2.458
H -6.600 1.922 3.935
H -5.171 2.534 5.002
H -5.720 0.013 4.776
H -3.968 0.354 4.186

## Properties
HOMO-LUMO gap	9.982	eV
charge	0
SMILES	BrCCBr.BrCCBr.BrCCBr.BrCCBr.BrCCBr.CCCC#N.CCCC#N.CCCC#N

Atom charges from the Mulliken analysis, given in e for atoms 1 to 2:
1. C -1.134
2. C -0.510

[7]
C22H35NO4P2V | ωB97M-V/def2-TZVPD

Atoms and positions in Å:
P -0.010 -2.291 -0.124
P -0.279 1.588 0.025
C -0.290 -0.993 -1.398
C 0.226 0.450 -1.303
H -1.349 -1.014 -1.707
H 0.247 -1.439 -2.242
H 1.312 0.486 -1.496
H -0.264 0.988 -2.115
C -1.918 2.212 -0.352
H -2.327 2.570 0.610
H -2.565 1.393 -0.716
H -1.846 3.023 -1.097
C 0.929 2.927 -0.050
H 0.704 3.582 -0.911
H 1.954 2.520 -0.129
H 0.858 3.464 0.909
C -1.071 -3.677 -0.605
H -1.163 -4.372 0.247
H -0.638 -4.180 -1.482
H -2.077 -3.303 -0.851
C 1.724 -2.819 -0.419
H 2.400 -1.974 -0.225
H 1.817 -3.172 -1.455
H 1.966 -3.629 0.291
V 0.292 -0.321 1.161
C 0.423 1.170 -4.237
C -0.922 1.246 -4.133
C -1.836 0.505 -5.048
C -1.479 -0.994 -5.323
C -0.658 -1.680 -4.282
C 0.688 -1.794 -4.295
C 1.561 -0.976 -5.189
C 1.173 0.532 -5.355
C -0.203 -2.273 2.275
H 1.058 1.718 -3.538
H -1.416 1.976 -3.483
H -1.889 1.035 -6.022
H -2.857 0.545 -4.631
H -2.440 -1.541 -5.352
H -1.005 -1.070 -6.317
H -1.253 -2.201 -3.530
H 1.215 -2.594 -3.757
H 1.595 -1.445 -6.195
H 2.595 -1.026 -4.802
H 2.132 1.079 -5.414
H 0.648 0.655 -6.314
H 0.591 -2.071 3.019
H -0.170 -3.360 2.055
H -1.180 -2.041 2.733
O -0.909 1.178 2.973
C 0.199 0.982 3.582
O 1.274 0.491 3.053
C 0.251 1.251 5.060
C -0.902 1.667 5.737
C -0.846 1.889 7.106
C 0.381 1.683 7.777
C 1.549 1.275 7.095
C 1.475 1.046 5.729
N 0.412 1.762 9.199
O -0.641 2.043 9.803
O 1.492 1.531 9.794
H -1.833 1.780 5.178
H -1.725 2.198 7.674
H 2.478 1.125 7.639
H 2.339 0.684 5.175

## Properties
HOMO-LUMO gap (alpha / beta)	5.841 / 5.547	eV
expectation value of S²	3.93
charge	0
2S+1	4

Atom charges from the Mulliken analysis, given in e for atoms 1 to 2:
1. P 1.303
2. P 1.058

[8]
C3H9N2O | ωB97M-V/def2-TZVPD

Atoms and positions in Å:
C -0.689 -0.472 -0.221
N -0.395 -0.191 1.135
C -0.403 1.434 1.362
O -1.496 2.004 0.898
C 0.394 -0.280 -1.282
N 1.527 -1.216 -1.213
H -1.558 0.123 -0.558
H -1.047 -1.510 -0.374
H -0.897 -0.391 1.977
H 0.584 1.662 0.894
H -0.411 1.463 2.469
H 0.861 0.706 -1.185
H -0.022 -0.340 -2.294
H 1.199 -2.105 -0.857
H 2.353 -0.888 -0.749

## Properties
HOMO-LUMO gap	7.129	eV
charge	-1
energy relative to the best compared isomer or geometry (same formula, charge and spin)	35.8	kcal per mole
SMILES	NCCNC[O-]

Atom charges from the Mulliken analysis, given in e for atoms 1 to 2:
1. C -0.501
2. N -0.651

[9]
C18H19FN4OS2 | ωB97M-V/def2-TZVPD

Atoms and positions in Å:
C -1.170 -1.704 0.780
C -0.477 -0.481 0.297
C 0.305 0.385 1.002
C 0.784 1.372 0.097
C 0.250 1.062 -1.148
N -0.490 -0.072 -1.018
C -1.226 -0.702 -2.079
H -0.610 -0.717 -2.983
H -1.438 -1.733 -1.786
C -2.551 0.024 -2.384
C -3.424 0.086 -1.164
C -3.247 1.097 -0.227
C -4.005 1.133 0.929
C -4.951 0.146 1.133
C -5.157 -0.869 0.217
C -4.383 -0.893 -0.930
H -4.530 -1.682 -1.652
H -5.907 -1.621 0.406
F -5.699 0.173 2.256
H -3.872 1.911 1.663
H -2.507 1.865 -0.397
H -3.057 -0.514 -3.187
H -2.334 1.035 -2.729
C 0.504 1.731 -2.448
H -0.403 2.181 -2.851
H 0.893 1.026 -3.184
H 1.230 2.525 -2.297
C 1.715 2.454 0.359
O 1.752 3.492 -0.271
C 2.771 2.155 1.413
H 3.271 3.067 1.733
H 2.422 1.567 2.256
S 4.049 1.175 0.533
C 3.302 -0.390 0.579
N 2.813 -0.950 1.623
N 2.280 -2.143 1.413
C 2.353 -2.539 0.187
N 1.816 -3.694 -0.275
H 2.195 -4.065 -1.131
H 1.594 -4.371 0.439
S 3.143 -1.382 -0.886
H 0.498 0.332 2.055
H -0.957 -1.828 1.837
H -2.249 -1.636 0.645
H -0.807 -2.590 0.257

## Properties
HOMO-LUMO gap	8.198	eV
charge	0
SMILES	Cc1cc(C(=O)CSc2nnc(N)s2)c(C)n1CCc1ccc(F)cc1

Atom charges from the Mulliken analysis, given in e for atoms 1 to 2:
1. C -1.861
2. C 0.685

[10]
C28H43F2IN2OPSi | ωB97M-V/def2-TZVPD

Atoms and positions in Å:
C 4.736 -0.348 0.296
C 4.020 -0.637 1.614
C 2.510 -0.249 1.654
C 1.949 0.366 0.383
C 1.359 -0.375 -0.674
C 1.364 -1.926 -0.624
F 1.751 -2.443 -1.817
F 2.357 -2.366 0.188
C 0.015 -2.471 -0.146
C 0.086 -3.481 1.005
Si -1.445 -3.488 2.132
C -0.825 -3.829 3.879
C -2.704 -4.790 1.656
C -2.289 -1.806 2.165
C -3.578 -1.648 1.637
C -4.220 -0.410 1.621
C -3.579 0.717 2.130
C -2.300 0.579 2.665
C -1.668 -0.662 2.682
C 0.735 0.325 -1.738
P -0.153 -0.789 -3.008
C 0.251 -0.172 -4.689
C -1.996 -0.597 -2.798
C -2.496 -0.332 -1.372
C 0.850 1.719 -1.806
C 0.281 2.625 -2.866
I 1.707 2.982 -4.452
C -1.152 2.470 -3.345
C -2.132 2.699 -2.184
N 1.565 2.378 -0.842
C 1.844 3.823 -0.940
N 0.937 4.582 -0.114
C 2.054 1.750 0.248
C 2.759 2.536 1.316
C 1.802 2.912 2.450
O 0.777 2.340 2.639
H 5.778 -0.645 0.362
H 4.714 0.710 0.041
H 4.299 -0.937 -0.502
H 4.546 -0.183 2.448
H 4.072 -1.710 1.747
H 2.363 0.420 2.486
H 1.880 -1.096 1.881
H -0.467 -2.921 -1.007
H -0.574 -1.618 0.183
H 0.939 -3.342 1.663
H 0.158 -4.490 0.602
H -0.002 -3.141 4.069
H -0.474 -4.849 3.994
H -1.608 -3.585 4.593
H -2.287 -5.792 1.636
H -3.469 -4.783 2.433
H -3.223 -4.556 0.730
H -4.104 -2.495 1.221
H -5.209 -0.316 1.201
H -4.070 1.676 2.103
H -1.812 1.461 3.052
H -0.669 -0.724 3.097
H 1.244 0.250 -4.730
H 0.298 -1.087 -5.276
H -0.512 0.448 -5.151
H -2.439 0.046 -3.556
H -2.337 -1.601 -3.040
H -3.478 0.128 -1.421
H -2.653 -1.271 -0.859
H -1.856 0.305 -0.776
H 0.226 3.615 -2.443
H -1.307 3.322 -4.003
H -1.367 1.607 -3.956
H -2.347 3.762 -2.102
H -3.074 2.200 -2.368
H -1.722 2.368 -1.236
H 1.774 4.170 -1.957
H 2.903 3.957 -0.723
H 1.328 5.445 0.228
H 0.479 4.053 0.612
H 3.185 3.478 0.987
H 3.589 1.971 1.725
H 2.116 3.763 3.067

## Properties
HOMO-LUMO gap	7.081	eV
charge	+1
SMILES	CCCc1c(C(F)(F)CC[Si](C)(C)c2ccccc2)c(P(C)CC)c([C@@H](I)CC)[n+](CN)c1CC=O

Atom charges from the Mulliken analysis, given in e for atoms 1 to 2:
1. C -1.001
2. C -1.142

[11]
C2H5NOS | ωB97M-V/def2-TZVPD

Atoms and positions in Å:
C -1.890 0.381 0.073
C 0.935 0.055 0.085
H -1.821 0.894 -0.896
H -2.729 -0.358 0.308
H -1.653 1.144 1.022
H 2.910 -0.282 -0.669
H 1.885 -1.658 0.068
N 1.923 -0.619 0.217
O 0.985 1.329 -0.101
S -0.545 -0.886 -0.106

## Properties
HOMO-LUMO gap	9.149	eV
charge	0
energy relative to the best compared isomer or geometry (same formula, charge and spin)	73.4	kcal per mole

Atom charges from the Mulliken analysis, given in e for atoms 1 to 2:
1. C -0.722
2. C 0.515

In order of appearance, molar mass = 54.05 131.20 1079.76 88.15 79.14 1146.63 490.42 89.12 390.51 647.63 91.13 g/mol.